(1)
71
Properties=species:S:1:pos:R:3 method="wB97M-V/def2-TZVPD" multiplicity=4 s_squared=3.7571 homo_lumo_gap_ev="7.177 / 7.228" charge=0
V -0.32611 0.96957 4.47871
C -0.76606 1.90681 0.24084
C 0.38484 2.25282 1.27792
O 0.30099 1.72912 2.55849
H -0.76674 2.72492 -0.47942
H -1.71643 1.78106 0.75960
H -0.56268 0.91667 -0.16703
H 0.36598 3.33949 1.36104
H 1.38417 2.05475 0.89036
C -2.96535 4.15696 3.00210
C -3.06758 2.71385 3.76143
O -2.07279 2.14186 4.57877
H -3.03144 4.87994 3.81514
H -3.79135 4.46678 2.36192
H -2.07641 4.18448 2.37191
H -3.28785 1.97686 2.98914
H -3.99464 2.55210 4.31142
C 2.71729 -2.17534 5.46994
C 2.77295 -1.30325 4.14146
C 2.96262 -2.17563 2.82001
O 1.51611 -0.60831 3.96868
H 2.83191 -3.22789 5.21094
H 1.74895 -2.22269 5.96810
H 3.67682 -2.06437 5.97501
H 3.46552 -0.46572 4.22504
H 2.94191 -1.62167 1.88150
H 2.26097 -2.99634 2.67099
H 3.99291 -2.50387 2.68268
H 1.26613 -0.92127 3.09624
C -1.33481 -2.73079 2.11537
C -1.49871 -1.21260 2.16456
C -2.92896 -0.83657 1.57894
O -1.35252 -0.68522 3.46417
H -1.44800 -3.15246 1.11664
H -2.20379 -3.04156 2.69535
H -0.41544 -3.03119 2.61801
H -0.66832 -0.80379 1.58886
H -3.64906 -0.66164 2.37829
H -3.31389 -1.57127 0.87173
H -2.83289 0.03852 0.93621
H -2.14872 -1.03395 3.87168
C 0.17292 -2.25518 -3.38342
C 0.91531 -1.01306 -2.80490
C 2.26576 -0.91329 -3.40907
C 2.41942 -0.25950 -4.77317
C 1.49797 0.92438 -4.94960
C -0.01303 0.90700 -4.38395
N 0.01318 0.20016 -3.02896
O -1.31569 0.11970 -2.45468
C -0.65279 2.33416 -4.28100
C -0.81341 0.07691 -5.41923
C 1.23956 -1.10033 -1.25286
H 0.54598 -3.10581 -2.81301
H 0.30503 -2.40699 -4.45468
H -0.88707 -2.12415 -3.16583
H 2.85017 -0.35845 -2.67510
H 2.78241 -1.87301 -3.39921
H 2.21661 -0.96311 -5.58056
H 3.46056 0.03670 -4.90131
H 1.48651 1.13199 -6.01959
H 1.98640 1.79150 -4.50502
H -0.28155 2.67994 -3.31626
H -0.29285 3.04038 -5.02921
H -1.72975 2.42962 -4.41932
H -1.87850 0.08703 -5.18772
H -0.65565 0.58641 -6.36983
H -0.52531 -0.96989 -5.51578
H 1.53498 -0.13384 -0.84454
H 1.97516 -1.81929 -0.89219
H 0.39542 -1.50011 -0.69099
H -1.38729 0.71096 -1.70177

***

(2)
8
Properties=species:S:1:pos:R:3 method="wB97M-V/def2-TZVPD" homo_lumo_gap_ev="7.878 / 7.878" charge=+1 smiles="O=C1N=NC=[NH+]1" relative_energy_kj_mol=221.52
O -2.90884 1.16180 0.08063
C -2.14791 0.27260 -0.05401
N -2.36052 -1.11372 -0.04144
N -1.15725 -1.78269 0.00981
C -0.19873 -0.84103 0.09788
N -0.70528 0.37416 -0.09810
H 0.90932 -1.17955 0.28586
H -0.05988 1.13656 -0.17511

***

(3)
17
Properties=species:S:1:pos:R:3 method="wB97M-V/def2-TZVPD" multiplicity=2 s_squared=0.7540 homo_lumo_gap_ev="10.694 / 6.302" charge=0 relative_energy_kj_mol=60.37
O -0.62664 0.46977 0.85967
H -1.00271 0.40213 1.75629
O -1.28586 1.55568 -1.28610
H -2.12766 1.08083 -1.41237
H -0.96281 1.23305 -0.41700
O -1.25260 -2.05813 -0.04158
H -0.40015 -2.38284 -0.28978
H -1.11824 -1.15275 0.27541
O 1.38802 2.52479 1.70257
H 0.94650 2.36313 2.55278
H 0.98093 1.83560 1.15175
O 1.67193 -2.63002 1.50792
H 0.87360 -2.22460 1.88725
H 2.38907 -2.02201 1.72308
O 0.44307 0.12886 -3.61041
H 0.46940 1.01013 -3.17254
H -0.38586 -0.13363 -3.18694

***

Number 1: energy -2125.65225 hartree. Number 2: energy -316.50568 hartree. Number 3: energy -457.90753 hartree.